No. 1
Entry from OMol25: a structure of composition C4H2CaF12Mn2N4O16S4 at a distorted geometry (wB97M-V/def2-TZVPD).

Geometry as XYZ:
```
45
Properties=species:S:1:pos:R:3:nbo_charge:R:1
Ca 2.1205 0.1042 0.1897 1.847
Mn -1.5842 -0.4367 -1.1497 1.664
Mn 0.6563 -1.9169 -2.9831 1.686
C -0.3763 3.6755 -1.9381 0.816
F 0.8988 3.9614 -1.7494 -0.287
F -1.0667 4.8003 -1.9100 -0.281
F -0.6037 2.9748 -3.0207 -0.285
S -0.8680 2.5926 -0.4022 2.128
O 0.3120 1.7922 -0.0952 -1.028
O -1.2257 3.4697 0.6827 -0.865
N -2.0394 1.4722 -1.0092 -1.295
S -3.5104 2.1900 -0.9072 2.182
O -3.5084 3.5899 -1.2358 -0.887
O -4.3658 1.2891 -1.6235 -0.922
C -4.0527 2.0784 0.9108 0.755
F -5.2861 1.5715 0.9859 -0.300
F -3.2339 1.2195 1.5329 -0.319
F -4.0635 3.2739 1.4498 -0.278
C -0.7029 0.1346 3.4802 0.782
F -0.6130 1.2600 2.8062 -0.302
F 0.2196 0.1641 4.4057 -0.288
F -1.8860 -0.0236 3.9894 -0.282
S -0.4111 -1.3003 2.2566 2.156
O -0.8963 -2.4986 2.8621 -0.842
O -1.1704 -0.8757 1.0804 -1.026
N 1.2594 -1.0683 1.8828 -1.326
S 2.1189 -2.0579 2.8182 2.174
O 3.4876 -1.5843 2.8154 -0.920
O 1.5621 -2.3145 4.1102 -0.899
C 2.1601 -3.7811 1.9588 0.763
F 3.2805 -3.8318 1.2481 -0.304
F 2.2274 -4.6791 2.8991 -0.281
F 1.1659 -3.9667 1.1060 -0.314
O 0.4070 -0.9752 -0.9911 -1.302
H 0.4998 -1.4544 -0.1638 0.458
O -1.3045 -1.3428 -3.0100 -1.293
H -1.9397 -1.6448 -3.6545 0.493
N 2.0978 0.9699 -3.2177 0.748
O 1.4585 -0.1054 -3.5012 -0.684
O 2.4298 1.7128 -4.1285 -0.376
O 2.2870 1.2187 -2.0184 -0.585
N 3.5371 -2.4135 -1.7060 0.755
O 2.5103 -2.7074 -2.3750 -0.647
O 3.3975 -1.6517 -0.7047 -0.645
O 4.6150 -2.8847 -1.9759 -0.344
```

Output
E_LUMO (spin up / spin down) ... -0.0405 / -0.0546 Ha
<S²> ... 30.008
Multiplicity ... 11
HOMO level (spin up / spin down) ... -0.388 / -0.396 Eh
Charge ... 0
Kohn-Sham gap (spin up / spin down) ... 9.4661 / 9.2862 eV



No. 2
Entry from OMol25: an isolated molecule of C4H2Cl2 at a distorted geometry (wB97M-V/def2-TZVPD).

Geometry as XYZ:
```
8
Properties=species:S:1:pos:R:3:nbo_charge:R:1
C -0.7355 -1.3093 -0.0909 -0.123
C 0.2743 -0.6915 0.1027 -0.124
C 1.5692 -0.2564 -0.0698 0.049
Cl 2.7144 -1.9680 0.0801 -0.152
C 2.0494 0.9533 0.0497 -0.254
Cl 3.6865 1.3148 -0.0065 0.090
H -1.6558 -1.8619 0.2802 0.257
H 1.2707 1.7566 -0.1336 0.257
```

Output
E_LUMO ... -0.0149 Ha
SMILES ... C#C/C(Cl)=C/Cl
HOMO level ... -0.357 Eh
Charge ... 0
Kohn-Sham gap ... 9.2969 eV



No. 3
Entry from OMol25: a cluster of 2 separate species, C4H2Cl2N2 in total at a distorted geometry (wB97M-V/def2-TZVPD).

Geometry as XYZ:
```
10
Properties=species:S:1:pos:R:3:nbo_charge:R:1
C 1.3619 -2.7149 -2.1616 0.148
C 0.0293 0.0559 0.0603 -0.216
C 1.2077 -1.7114 -1.3293 0.225
C 3.0769 -1.4848 -0.1093 -0.220
N 1.4320 -3.6378 -2.8537 -0.192
N 0.5586 -0.7830 -0.7828 -0.228
Cl 2.7439 -0.4119 1.1491 0.056
Cl 3.4527 -3.0498 0.5857 -0.019
H -0.9156 -0.2283 0.5978 0.217
H 0.1606 1.1879 0.0192 0.228
```

Output
E_LUMO (spin up / spin down) ... -0.0469 / -0.0469 Ha
HOMO level (spin up / spin down) ... -0.301 / -0.302 Eh
Charge ... 0
Kohn-Sham gap (spin up / spin down) ... 6.9246 / 6.9288 eV



No. 4
Entry from OMol25: an isolated molecule of C4H2Cl2N2O4S at a distorted geometry (wB97M-V/def2-TZVPD).

Geometry as XYZ:
```
15
Properties=species:S:1:pos:R:3:nbo_charge:R:1
C 0.4485 -0.0061 -1.5772 -0.102
C 1.6124 -0.4652 -2.0381 0.046
C 0.1605 0.6766 -0.2499 -0.532
C 2.7551 0.2331 0.9887 -0.153
N -0.8341 -0.1185 -2.3914 0.538
N 2.4124 -0.9723 1.6298 0.437
O -0.7542 -0.8454 -3.3301 -0.361
O 3.1882 -1.7327 2.0886 -0.341
O -1.7509 0.6059 -2.1391 -0.365
O 1.1862 -1.1876 1.6247 -0.445
S 1.6268 1.4520 0.4826 0.403
Cl 2.3002 -1.2686 -3.2652 0.209
Cl 4.4024 0.4709 0.8663 0.147
H -0.4869 1.5069 -0.3718 0.264
H -0.3064 -0.0125 0.3016 0.256
```

Output
E_LUMO (spin up / spin down) ... -0.0846 / -0.0704 Ha
HOMO level (spin up / spin down) ... -0.368 / -0.333 Eh
Charge ... 0
Kohn-Sham gap (spin up / spin down) ... 7.7006 / 7.1385 eV



No. 5
Entry from OMol25: an isolated molecule of C4H2Cl2O at a distorted geometry (wB97M-V/def2-TZVPD).

Geometry as XYZ:
```
9
Properties=species:S:1:pos:R:3:nbo_charge:R:1
O -0.6637 1.2852 -1.7247 -0.470
C -0.1689 0.6562 -0.8880 0.578
C 1.1706 0.2295 -0.3685 -0.282
C 0.7097 -0.3949 0.7477 -0.108
C -0.8094 -0.2624 0.3467 -0.214
Cl -1.7858 0.5457 1.6306 -0.020
Cl -1.6840 -1.5795 -0.3615 0.037
H 2.1530 0.5603 -0.8775 0.245
H 1.0784 -1.0401 1.4951 0.234
```

Output
E_LUMO ... -0.0078 Ha
SMILES ... O=C1C=CC1(Cl)Cl
HOMO level ... -0.359 Eh
Charge ... 0
Kohn-Sham gap ... 9.5525 eV



No. 6
Entry from OMol25: an isolated molecule of C4H2Cl2O2 at a distorted geometry (wB97M-V/def2-TZVPD).

Geometry as XYZ:
```
10
Properties=species:S:1:pos:R:3:nbo_charge:R:1
O -1.7429 -1.6108 0.2605 -0.472
C -0.8633 -1.1940 -0.4145 0.559
Cl -0.0545 -2.3325 -1.5478 -0.127
C -0.1710 0.1133 -0.5389 -0.382
C 0.6181 0.6625 0.6403 0.354
O 1.6974 0.4203 1.3542 -0.625
C -0.4230 1.3666 0.3181 -0.132
Cl -1.5249 2.6077 0.5050 0.105
H 0.2405 0.2592 -1.5369 0.214
H 2.2237 -0.2923 0.9600 0.506
```

Output
E_LUMO ... 0.0089 Ha
SMILES ... O=C(Cl)[C@@H]1C(O)=C1Cl
HOMO level ... -0.349 Eh
Charge ... 0
Kohn-Sham gap ... 9.7260 eV



No. 7
Entry from OMol25: an isolated molecule of C4H2Cl3PS at a distorted geometry (wB97M-V/def2-TZVPD).

Geometry as XYZ:
```
11
Properties=species:S:1:pos:R:3:nbo_charge:R:1
S 2.7052 1.4750 -0.8821 0.103
C 2.2003 -0.0180 -0.0657 -0.123
Cl 3.6598 -0.9356 0.1940 0.027
C 1.0565 -0.5847 0.3735 -0.369
C -0.3272 -0.3025 0.3869 0.061
C -1.5354 -0.4033 0.5369 -0.418
P -3.2958 -0.3026 0.6302 0.866
Cl -3.6848 -1.0367 -1.2284 -0.269
Cl -3.4764 1.6939 0.2877 -0.268
H 1.4767 1.9687 -1.0768 0.135
H 1.2210 -1.5542 0.8438 0.254
```

Output
E_LUMO ... -0.0151 Ha
SMILES ... S/C(Cl)=C\C#CP(Cl)Cl
HOMO level ... -0.331 Eh
Charge ... 0
Kohn-Sham gap ... 8.6009 eV



No. 8
Entry from OMol25: an isolated molecule of C4H2ClF3 at a distorted geometry (wB97M-V/def2-TZVPD).

Geometry as XYZ:
```
10
Properties=species:S:1:pos:R:3:nbo_charge:R:1
F -0.6013 1.3069 2.1684 -0.284
C -0.9197 0.4888 1.1862 0.816
F -2.1195 -0.1129 1.4920 -0.314
C -0.2321 0.2037 0.1273 -0.318
C -0.0177 -0.8174 -0.8371 0.227
F 0.2448 -2.0254 -0.3516 -0.322
C 1.0739 0.3371 -0.4695 -0.267
Cl 1.1612 1.5048 -1.7695 0.008
H -0.5313 -0.8301 -1.7467 0.192
H 1.9416 -0.0555 0.2004 0.261
```

Output
E_LUMO ... 0.0302 Ha
SMILES ... FC(F)=C1[C@H](F)[C@H]1Cl
HOMO level ... -0.376 Eh
Charge ... 0
Kohn-Sham gap ... 11.0525 eV



No. 9
Entry from OMol25: a cluster of 2 separate species, C4H2ClN3O in total at a distorted geometry (wB97M-V/def2-TZVPD).

Geometry as XYZ:
```
11
Properties=species:S:1:pos:R:3:nbo_charge:R:1
C 1.6627 0.8789 -0.3477 -0.126
C 1.6811 -0.3495 0.2981 0.128
C -0.3169 0.3781 0.2785 0.221
C -1.6869 0.5023 0.6783 -0.053
N 0.4057 1.3187 -0.3382 -0.366
N -2.2571 -2.7227 -0.3526 0.018
N -2.2088 -1.6331 -0.4747 0.001
O 0.4542 -0.6792 0.6466 -0.351
Cl -2.4831 1.7413 -0.1500 0.078
H 2.2918 1.5852 -0.8236 0.234
H 2.4572 -1.0199 0.5855 0.214
```

Output
E_LUMO (spin up / spin down) ... -0.0469 / -0.0469 Ha
HOMO level (spin up / spin down) ... -0.320 / -0.320 Eh
Charge ... 0
Kohn-Sham gap (spin up / spin down) ... 7.4311 / 7.4328 eV



No. 10
Entry from OMol25: a structure of composition C4H2ClN3OS2 at a distorted geometry (wB97M-V/def2-TZVPD).

Geometry as XYZ:
```
13
Properties=species:S:1:pos:R:3:nbo_charge:R:1
C -0.2755 -3.8032 -0.4248 0.863
C 0.2787 1.0327 -0.6944 0.087
C -2.8047 0.7750 0.4769 -0.233
C 1.0678 1.5476 0.4003 -0.046
N -0.8009 -2.7349 -0.1383 -0.792
N -0.4245 -0.0228 -0.2993 -0.678
N 0.7492 1.0425 1.5621 -0.583
O -0.0103 -4.9365 -0.5531 -0.513
S -3.4628 0.1976 -0.7613 0.209
S -0.2813 -0.1530 1.3440 0.950
Cl 0.4201 1.6150 -2.2594 0.093
H 1.8970 2.2869 0.4026 0.229
H -0.6543 -1.8026 -0.3246 0.415
```

Output
E_LUMO ... -0.0119 Ha
HOMO level ... -0.359 Eh
Charge ... 0
Kohn-Sham gap ... 9.4490 eV



The energy relative to the best compared isomer or geometry (same formula, charge and spin) results, record by record, are as follows: 0.0 123.7 615.5 386.3 56.5 198.1 11.3 147.6 66.7 0.0 kJ/mol.
The DFT total energy results, record by record, are as follows: -199927.80473 -29221.36995 -32198.75138 -51220.18200 -31270.59612 -33317.58135 -61870.44706 -24852.38355 -23217.40153 -44887.82718 eV.